*A*
{"formula": "C2H3N3O2", "method": "the ωB97M-V functional and the def2-TZVPD basis", "symbols": ["C", "C", "N", "N", "N", "O", "O", "H", "H", "H"], "coordinates": [[2.382, -1.575, -0.568], [1.273, 0.861, 1.230], [2.862, -0.858, -1.429], [1.971, 1.186, 2.229], [0.742, 1.441, 0.079], [-0.272, 2.104, 0.126], [1.286, 0.974, -0.949], [1.226, -0.241, 1.007], [3.653, -0.291, -1.698], [1.873, 2.145, 2.399]], "lowdin_charge": [0.00, -0.20, 0.02, 0.19, -0.36, 0.12, 0.02, 0.10, 0.08, 0.04], "total_charge": 0}

***

*B*
{"formula": "C2H3N3O2", "method": "the ωB97M-V functional and the def2-TZVPD basis", "symbols": ["C", "C", "H", "H", "H", "N", "N", "N", "O", "O"], "coordinates": [[-0.326, -0.303, -0.123], [0.398, 0.850, -0.017], [-3.310, -0.273, 0.889], [-0.069, 1.874, -0.271], [2.872, -0.892, -0.310], [-1.529, -0.809, -0.223], [1.719, 0.793, -0.103], [1.934, -0.376, 0.195], [-2.490, 0.325, -0.001], [0.799, -1.189, -0.036]], "lowdin_charge": [-0.34, -0.11, 0.28, 0.15, 0.26, 0.01, 0.07, -0.09, -0.24, 0.01], "total_charge": 0}

***

*C*
{"formula": "C2H3N3O2", "method": "the ωB97M-V functional and the def2-TZVPD basis", "symbols": ["N", "C", "N", "O", "C", "O", "N", "H", "H", "H"], "coordinates": [[0.235, 1.182, -1.472], [0.047, 0.534, -0.385], [-1.217, 0.018, -0.376], [-1.190, -1.171, 0.427], [-0.048, -1.084, 1.192], [0.250, -1.836, 2.072], [0.680, 0.023, 0.726], [-1.294, 0.150, -1.438], [0.839, 1.976, -1.531], [1.664, 0.112, 0.933]], "lowdin_charge": [0.12, -0.50, 0.07, 0.07, -0.50, 0.14, 0.21, 0.17, 0.04, 0.17], "smiles": "[H]/N=c1/[nH]oc(=O)[nH]1", "total_charge": 0}

***

*D*
{"formula": "C2H3N3O2", "method": "the ωB97M-V functional and the def2-TZVPD basis", "symbols": ["C", "C", "N", "N", "N", "O", "O", "H", "H", "H"], "coordinates": [[-1.202, 0.422, -0.122], [0.880, -0.437, 0.470], [-0.139, 1.437, -0.488], [1.053, 0.838, -0.258], [-0.591, -0.605, 0.435], [-2.355, 0.476, -0.353], [0.576, 0.917, -1.611], [1.520, -1.353, 0.076], [1.220, -0.136, 1.395], [-0.961, -1.559, 0.456]], "lowdin_charge": [-0.52, -0.10, 0.03, -0.08, 0.11, 0.13, 0.02, 0.17, 0.08, 0.16], "smiles": "O=C1NCn2on21", "total_charge": 0}

***

The most stable of them is *C*.

***

*A*
{"formula": "C2H3N3O2", "method": "the ωB97M-V functional and the def2-TZVPD basis", "symbols": ["C", "C", "N", "N", "N", "O", "O", "H", "H", "H"], "coordinates": [[-1.884, 0.964, -0.695], [-0.998, -0.987, 0.039], [-1.736, -1.914, -0.117], [-2.807, 1.215, -0.060], [0.113, -0.523, 0.741], [-3.629, 1.423, 0.792], [-2.765, -2.447, -0.535], [-1.436, 1.012, -1.635], [-0.080, -0.007, 1.592], [0.940, -0.184, 0.231]], "lowdin_charge": [0.08, -0.20, -0.09, -0.17, 0.08, 0.04, -0.04, 0.09, 0.10, 0.10], "total_charge": 0}

***

*B*
{"formula": "C2H3N3O2", "method": "the ωB97M-V functional and the def2-TZVPD basis", "symbols": ["C", "C", "H", "H", "H", "N", "N", "N", "O", "O"], "coordinates": [[-1.650, -0.061, 0.039], [0.410, 0.516, 0.386], [1.227, -0.734, -0.782], [-2.720, 0.084, -0.289], [1.563, 1.914, -0.346], [0.272, -0.925, 0.764], [-0.917, 1.031, 0.080], [1.624, 0.901, 0.164], [1.247, -1.566, -0.143], [-1.057, -1.161, 0.128]], "lowdin_charge": [-0.25, -0.43, 0.12, 0.16, 0.14, 0.03, 0.12, 0.12, -0.03, 0.03], "smiles": "[H]/N=c1\\ncon1O", "total_charge": 0}

***

The most stable of them is *B*.

***

*A*
{"formula": "C2H3N3O2", "method": "the ωB97M-V functional and the def2-TZVPD basis", "symbols": ["C", "C", "H", "H", "H", "N", "N", "N", "O", "O"], "coordinates": [[0.005, -0.402, 0.001], [-0.536, 0.791, -0.009], [1.605, -1.263, 0.858], [1.817, -1.046, -0.838], [0.870, 1.937, -0.073], [1.363, -0.681, 0.033], [-1.039, -1.318, -0.020], [-2.147, -0.698, 0.006], [-1.869, 0.670, 0.025], [-0.070, 2.011, 0.018]], "lowdin_charge": [-0.37, -0.39, 0.10, 0.11, 0.11, 0.08, 0.08, 0.04, 0.06, 0.18], "smiles": "Nc1nnoc1O", "total_charge": 0}

***

*B*
{"formula": "C2H3N3O2", "method": "the ωB97M-V functional and the def2-TZVPD basis", "symbols": ["C", "C", "H", "H", "H", "N", "N", "N", "O", "O"], "coordinates": [[0.561, -0.167, -0.099], [-1.467, -0.295, 0.001], [2.055, -1.459, 0.208], [2.516, 0.191, 0.556], [-1.722, 1.733, -0.450], [1.907, -0.468, -0.142], [-0.359, -1.059, -0.019], [-1.159, 1.044, 0.127], [-2.606, -0.657, -0.074], [0.273, 1.136, -0.107]], "lowdin_charge": [-0.50, -0.62, 0.13, 0.18, 0.19, 0.12, 0.22, 0.14, 0.09, 0.06], "total_charge": 0}

***

The most stable of them is *B*.

***

*A*
{"formula": "C4H9N", "method": "the ωB97M-V functional and the def2-TZVPD basis", "symbols": ["C", "N", "H", "H", "H", "C", "C", "C", "H", "H", "H", "H", "H", "H"], "coordinates": [[3.316, -1.008, -0.083], [3.723, 0.083, 0.421], [2.459, -1.505, 0.373], [3.986, -1.573, -0.738], [4.151, 0.761, -0.206], [-2.144, -0.475, 0.734], [-2.012, 0.324, -0.535], [-1.714, 1.621, -0.551], [-3.123, -0.947, 0.820], [-1.418, -1.292, 0.671], [-1.944, 0.127, 1.625], [-1.959, -0.310, -1.415], [-1.482, 2.063, -1.509], [-1.840, 2.131, 0.393]], "lowdin_charge": [-0.15, 0.00, 0.05, 0.06, 0.04, -0.13, -0.25, -0.02, 0.07, 0.07, 0.07, 0.09, 0.05, 0.05], "smiles": "C=CC.C=N", "total_charge": 0}

***

*B*
{"formula": "C4H9N", "method": "the ωB97M-V functional and the def2-TZVPD basis", "symbols": ["C", "C", "C", "C", "N", "H", "H", "H", "H", "H", "H", "H", "H", "H"], "coordinates": [[1.185, -0.464, 0.203], [-0.058, 0.436, -0.023], [-1.308, -0.443, -0.048], [-2.347, -0.144, -0.810], [2.389, 0.263, 0.628], [1.418, -1.004, -0.713], [0.928, -1.244, 0.922], [0.020, 1.088, -0.894], [-0.159, 1.114, 0.833], [-1.260, -1.190, 0.735], [-2.344, 0.719, -1.468], [-3.238, -0.742, -0.949], [2.488, 1.056, 0.001], [2.285, 0.555, 1.581]], "lowdin_charge": [-0.30, -0.21, -0.19, -0.01, -0.02, 0.11, 0.10, 0.10, 0.11, 0.09, 0.05, 0.05, 0.06, 0.05], "smiles": "C=CCCN", "total_charge": 0}

***

The most stable of them is *B*.